{"formula": "C4H12", "method": "ωB97M-V/def2-TZVPD", "max_force_ev_per_a": 0.98, "spin_multiplicity": 2, "total_energy_ha": -159.52045, "homo_lumo_gap_ha": [0.099, 0.441], "charge": -1, "symbols": ["H", "H", "C", "H", "H", "H", "H", "C", "H", "H", "C", "H", "C", "H", "H", "H"], "xyz": [[-1.3574, 1.2014, -0.4781], [1.0061, -1.8163, 3.0264], [0.2508, 1.2102, -1.9159], [0.4805, -0.6323, 0.2964], [-1.8350, 1.8024, -2.1224], [0.7125, 2.1502, -1.6061], [1.4623, -0.1692, 2.4504], [-1.2179, 1.0993, -1.5494], [-1.6573, 0.1754, -1.9474], [-0.0977, -0.4291, 3.0222], [0.2661, -1.3705, 1.0606], [0.8251, -2.2433, 0.7341], [0.6986, -0.9413, 2.4620], [0.8715, 0.4392, -1.4558], [0.3881, 1.1139, -2.9900], [-0.7963, -1.5901, 1.0129]], "forces_ev_per_a": [[-0.322, -0.062, 0.095], [0.208, 0.058, 0.305], [0.299, -0.046, -0.087], [-0.162, 0.219, 0.122], [0.252, 0.554, 0.448], [-0.208, 0.145, -0.009], [0.565, -0.264, -0.123], [-0.279, -0.089, -0.937], [0.318, -0.376, 0.604], [-0.141, -0.369, -0.181], [0.245, 0.197, -0.090], [-0.001, -0.297, 0.049], [-0.568, 0.508, 0.056], [-0.146, -0.107, 0.004], [0.094, 0.063, -0.214], [-0.153, -0.135, -0.040]]}